# 1
A cluster of 2 separate species, C2H10NO in total in a non-equilibrium geometry. Source: OMol25; level of theory: ωB97M-V/def2-TZVPD.

```
14
Properties=species:S:1:pos:R:3:forces:R:3
C 2.2039 0.0850 -0.3847 2.2 0.1 -1.9
N 1.0786 -0.0590 0.6104 2.0 4.8 -0.6
H 1.0364 -0.8365 1.1560 0.2 -3.4 1.6
H 1.2050 0.7271 1.3021 -0.6 -0.7 -0.8
H 0.2180 0.0785 0.0981 -1.1 0.3 -0.4
H 3.3045 0.3582 -0.0206 -2.8 -0.9 0.1
H 1.9606 0.9174 -1.1127 -0.1 -0.9 1.1
H 2.2567 -0.8489 -1.0113 0.0 0.9 0.9
C -2.2864 -0.3051 0.1999 0.4 2.0 0.7
O -1.4994 0.6007 -0.6660 -2.2 -0.5 -2.4
H -2.0529 0.7974 -1.5748 2.1 -0.8 3.5
H -2.6393 -1.1791 -0.2777 -0.2 -0.9 -0.8
H -3.1397 0.2496 0.6204 0.3 -0.2 -0.2
H -1.6460 -0.5856 1.0607 -0.2 0.1 -0.5
```
Positions in Å, forces in eV/Å.

Its LUMO energy is -3.541 eV. The calculation puts the energy above the lowest of the compared OMol25 structures with the same formula, charge and spin at 1.691 eV. The largest force on an atom is 0.103 Eh/bohr. The multiplicity is 1. The net charge is +1. The orbital gap comes out at 0.416 Ha.


# 2
A cluster of 2 separate species, C2H10NO in total in a non-equilibrium geometry. Source: OMol25; level of theory: ωB97M-V/def2-TZVPD.

```
14
Properties=species:S:1:pos:R:3:forces:R:3
C -0.7618 -0.8150 -0.2285 -0.1 2.1 0.5
C -0.4343 0.4393 -1.0520 0.4 0.0 0.6
N -0.4768 1.6888 -0.1619 0.3 -0.6 0.0
H -0.6093 -0.6111 0.8322 0.6 -0.1 0.0
H -1.8399 -0.8994 -0.2669 -0.1 -1.1 -0.5
H -0.0803 -1.5961 -0.5081 -0.5 -0.7 -0.2
H 0.5746 0.4639 -1.4517 0.0 -0.2 -0.2
H -1.1541 0.5834 -1.8353 -0.2 0.2 -0.4
H -0.7123 2.5366 -0.6859 0.1 -0.1 0.2
H 0.4501 1.7632 0.2723 -0.2 0.3 -0.1
H -1.1270 1.5480 0.6104 -0.3 0.2 -0.1
H 2.1113 -2.2381 0.9159 0.0 0.1 0.1
H 2.3085 -1.3893 2.1763 -0.3 -0.1 -0.4
O 1.7512 -1.4741 1.3831 0.4 0.1 0.3
```
Positions in Å, forces in eV/Å.

Its LUMO energy is -3.683 eV. The calculation puts the energy above the lowest of the compared OMol25 structures with the same formula, charge and spin at 0.691 eV. The largest force on an atom is 0.042 Eh/bohr. The multiplicity is 1. The net charge is +1. The orbital gap comes out at 0.421 Ha.